# 1
A gas-phase ion, C5H13N4 (charge +1) in a non-equilibrium geometry. Source: the OMol25 dataset; level of theory: wB97M-V/def2-TZVPD.

Geometry as XYZ:
```
22
C5H13N4 | the OMol25 dataset | wB97M-V/def2-TZVPD
C 0.77 -2.11 -0.93
C 0.00 -0.98 -1.55
C 0.53 0.24 -0.64
C 0.06 1.14 1.72
C -1.68 1.04 -0.01
N 0.62 -3.33 -1.10
N 1.55 -1.56 0.08
N 1.80 -0.18 -0.05
N -0.51 0.42 0.52
H 0.34 -0.75 -2.49
H -1.04 -1.19 -1.37
H 0.65 1.14 -1.31
H 0.36 2.22 1.61
H -0.63 1.21 2.45
H 0.92 0.56 2.15
H -1.53 1.97 -0.64
H -2.25 0.40 -0.69
H -2.43 1.32 0.81
H 1.25 -3.86 -0.56
H 2.44 -2.08 0.32
H 2.39 -0.07 -0.79
H -0.76 -0.58 0.64
```

Summary:
HOMO (spin up / spin down)	-0.3129 / -0.5029	hartree
2S+1	3
gap between HOMO and LUMO (spin up / spin down)	5.69 / 7.48	eV
ΔE to the lowest compared entry with this formula, charge and spin	3.2084	eV
net charge	+1
E_tot	-416.82181	hartree
⟨S²⟩	2.007
LUMO (spin up / spin down)	-2.83 / -6.20	eV

Mulliken population analysis, charges in e, atoms 1 to 6: number 1, C, carries 0.315; number 2, C, carries -0.615; number 3, C, carries -0.501; number 4, C, carries -0.906; number 5, C, carries -0.855; number 6, N, carries -0.553

# 2
2 unconnected molecules or ions with the total composition C2H8N2O in a non-equilibrium geometry. Source: the OMol25 dataset; level of theory: wB97M-V/def2-TZVPD.

Geometry as XYZ:
```
13
C2H8N2O | the OMol25 dataset | wB97M-V/def2-TZVPD
N -0.31 -2.52 1.51
C 0.25 -1.69 0.47
C -0.38 -1.08 -0.61
N 0.32 -0.65 -1.70
H 0.37 -2.68 2.16
H -1.26 -2.50 1.69
H 1.36 -1.64 0.51
H -1.33 -0.83 -0.49
H 1.29 -0.91 -1.52
H 0.40 0.34 -1.91
O -0.03 4.52 -0.19
H -0.28 4.28 0.61
H -0.39 5.34 -0.55
```

Summary:
HOMO	-0.2562	hartree
2S+1	1
gap between HOMO and LUMO	7.91	eV
ΔE to the lowest compared entry with this formula, charge and spin	2.8592	eV
net charge	0
E_tot	-265.67807	hartree
LUMO	0.94	eV

Mulliken population analysis, charges in e, atoms 1 to 6: number 1, N, carries -0.403; number 2, C, carries -0.159; number 3, C, carries -0.299; number 4, N, carries -0.546; number 5, H, carries 0.197; number 6, H, carries 0.168

# 3
A single C9H11BrN2 molecule in a non-equilibrium geometry. Source: the OMol25 dataset; level of theory: wB97M-V/def2-TZVPD.

Geometry as XYZ:
```
23
C9H11BrN2 | the OMol25 dataset | wB97M-V/def2-TZVPD
C 0.18 -0.48 -1.51
C 0.33 0.85 0.37
C 1.45 -0.27 -1.65
C -1.19 -1.80 -0.10
C -1.09 -0.94 1.18
C -1.84 0.45 -0.57
C -1.23 -0.75 -1.26
C -1.05 0.55 0.72
C 2.50 1.77 1.12
N 2.26 0.43 -0.77
N 1.61 0.84 0.29
Br 2.56 -0.96 -3.10
H -0.34 -2.33 -0.16
H -2.10 -2.36 -0.33
H -1.93 -1.03 1.91
H -0.33 -1.13 1.80
H -1.82 1.28 -1.13
H -3.04 0.33 -0.42
H -1.68 -1.26 -2.21
H -1.42 1.19 1.64
H 2.22 1.58 2.13
H 3.40 1.23 1.11
H 2.56 2.81 0.91
```

Summary:
HOMO (spin up / spin down)	-0.2756 / -0.2761	hartree
2S+1	1
gap between HOMO and LUMO (spin up / spin down)	7.52 / 7.61	eV
ΔE to the lowest compared entry with this formula, charge and spin	4.7052	eV
net charge	0
E_tot	-3032.78030	hartree
LUMO (spin up / spin down)	0.02 / 0.09	eV

Mulliken population analysis, charges in e, atoms 1 to 6: number 1, C, carries 0.006; number 2, C, carries 0.030; number 3, C, carries -0.020; number 4, C, carries -0.938; number 5, C, carries -1.022; number 6, C, carries -1.248

# 4
A molecular structure, C4H8N2O2 in a non-equilibrium geometry. Source: the OMol25 dataset; level of theory: wB97M-V/def2-TZVPD.

Geometry as XYZ:
```
16
C4H8N2O2 | the OMol25 dataset | wB97M-V/def2-TZVPD
C 0.35 -0.62 1.39
C 0.84 -0.78 -0.79
C -0.63 -0.45 -0.30
C -1.19 0.93 -0.40
N 1.50 -0.47 0.44
N -1.48 -1.62 -0.39
O -2.54 -1.66 0.19
O -1.10 -2.56 -1.02
H 0.03 0.20 2.06
H 0.32 -1.57 1.91
H 0.71 -1.91 -1.05
H 1.22 -0.33 -1.72
H -2.22 1.01 -0.65
H -0.59 1.40 -1.10
H -0.92 1.49 0.51
H 1.75 0.50 0.41
```

Summary:
HOMO	-0.3339	hartree
2S+1	1
gap between HOMO and LUMO	9.15	eV
ΔE to the lowest compared entry with this formula, charge and spin	6.9071	eV
net charge	0
E_tot	-417.00212	hartree
LUMO	0.07	eV

Mulliken population analysis, charges in e, atoms 1 to 6: number 1, C, carries -0.505; number 2, C, carries -0.771; number 3, C, carries 0.723; number 4, C, carries -1.356; number 5, N, carries -0.427; number 6, N, carries 0.929

# 5
2 unconnected molecules or ions with the total composition C4H11N3O2 in a non-equilibrium geometry. Source: the OMol25 dataset; level of theory: wB97M-V/def2-TZVPD.

Geometry as XYZ:
```
20
C4H11N3O2 | the OMol25 dataset | wB97M-V/def2-TZVPD
H 2.62 0.46 0.35
N 1.66 0.16 0.24
C 1.05 0.09 1.37
N 1.66 -0.16 2.57
N -0.32 0.17 1.44
C -1.01 -0.98 2.02
H 2.60 -0.51 2.48
H 1.05 -0.52 3.28
H -0.76 0.41 0.54
H -0.90 -1.85 1.37
H -2.04 -0.71 2.26
H -0.69 -1.25 3.03
C -1.62 0.63 -3.04
C -0.75 0.12 -1.93
O -1.24 -0.33 -0.89
O 0.52 0.37 -2.01
H -2.00 1.63 -3.19
H -2.59 0.14 -2.89
H -1.14 0.27 -3.95
H 1.06 0.22 -1.14
```

Summary:
HOMO	-0.3402	hartree
2S+1	1
gap between HOMO and LUMO	10.14	eV
ΔE to the lowest compared entry with this formula, charge and spin	0.8567	eV
net charge	0
E_tot	-473.77128	hartree
LUMO	0.88	eV

Mulliken population analysis, charges in e, atoms 1 to 6: number 1, H, carries 0.152; number 2, N, carries -0.586; number 3, C, carries 0.513; number 4, N, carries -0.453; number 5, N, carries -0.335; number 6, C, carries -1.024

# 6
A molecular structure, C21H15Cl2ErNdO4P in a non-equilibrium geometry. Source: the OMol25 dataset; level of theory: wB97M-V/def2-TZVPD.

Geometry as XYZ:
```
45
C21H15Cl2ErNdO4P | the OMol25 dataset | wB97M-V/def2-TZVPD
Nd -2.03 -0.83 -4.09
Er 2.08 0.09 -1.38
Cl -1.09 -3.12 -3.56
Cl 2.94 -0.44 -3.62
C 2.46 2.65 -0.69
C -0.60 -1.38 -5.93
C -0.34 0.77 -4.70
O 2.43 3.75 -0.36
O 0.22 -1.65 -6.70
O 0.43 1.51 -5.14
O -0.09 0.47 -1.18
P -0.31 0.10 0.33
C -1.79 -0.85 0.64
C -2.54 -0.67 1.82
C -3.62 -1.51 2.09
C -4.00 -2.49 1.17
C -3.29 -2.64 -0.03
C -2.18 -1.84 -0.28
C 1.18 -0.85 0.69
C 1.34 -1.99 -0.15
C 2.60 -2.30 -0.67
C 3.72 -1.50 -0.35
C 3.60 -0.46 0.58
C 2.35 -0.15 1.13
C -0.27 1.56 1.37
C -0.05 1.44 2.75
C 0.07 2.58 3.55
C -0.04 3.85 2.97
C -0.28 3.97 1.60
C -0.40 2.84 0.80
H -2.26 0.11 2.53
H -4.17 -1.39 3.03
H -4.86 -3.14 1.38
H -3.60 -3.37 -0.78
H -1.60 -2.01 -1.19
H 0.47 -2.57 -0.45
H 2.70 -3.13 -1.38
H 4.69 -1.72 -0.81
H 4.47 0.12 0.88
H 2.25 0.66 1.85
H 0.04 0.45 3.21
H 0.27 2.47 4.62
H 0.05 4.74 3.59
H -0.39 4.96 1.15
H -0.59 2.94 -0.27
```

Summary:
HOMO (spin up / spin down)	-0.7390 / -0.7390	hartree
2S+1	7
gap between HOMO and LUMO (spin up / spin down)	4.67 / 5.05	eV
net charge	+4
E_tot	-3946.95940	hartree
⟨S²⟩	12.008
LUMO (spin up / spin down)	-15.44 / -15.06	eV

Mulliken population analysis, charges in e, atoms 1 to 6: number 1, Nd, carries 1.857; number 2, Er, carries 1.066; number 3, Cl, carries -0.279; number 4, Cl, carries -0.420; number 5, C, carries 0.190; number 6, C, carries 0.140

# 7
A single C4H11NS2 molecule. Source: the OMol25 dataset; level of theory: wB97M-V/def2-TZVPD.

Geometry as XYZ:
```
18
C4H11NS2 | the OMol25 dataset | wB97M-V/def2-TZVPD
C -3.53 0.23 0.66
C -2.60 -0.33 -0.39
N -1.22 -0.26 0.08
C -0.29 -0.94 -0.84
C 0.96 -1.44 -0.16
S 1.89 -0.20 0.82
S 1.93 1.47 -0.41
H -3.35 -0.33 1.58
H -4.58 0.18 0.38
H -3.36 1.29 0.89
H -2.72 0.13 -1.38
H -2.87 -1.37 -0.56
H -0.95 0.72 0.05
H -0.81 -1.81 -1.25
H -0.03 -0.31 -1.70
H 0.76 -2.21 0.59
H 1.63 -1.85 -0.92
H 1.15 2.24 0.37
```

Summary:
HOMO	-0.3231	hartree
2S+1	1
gap between HOMO and LUMO	9.31	eV
ΔE to the lowest compared entry with this formula, charge and spin	0.4612	eV
net charge	0
E_tot	-1010.12143	hartree
LUMO	0.52	eV

Mulliken population analysis, charges in e, atoms 1 to 6: number 1, C, carries -1.227; number 2, C, carries -0.354; number 3, N, carries -0.292; number 4, C, carries -0.628; number 5, C, carries -0.776; number 6, S, carries -0.064

# 8
A molecular structure, C43H54BF5Ge2I2NO4Rb in a non-equilibrium geometry. Source: the OMol25 dataset; level of theory: wB97M-V/def2-TZVPD.

Geometry as XYZ:
```
113
C43H54BF5Ge2I2NO4Rb | the OMol25 dataset | wB97M-V/def2-TZVPD
Rb 0.14 1.61 -0.21
I -2.31 3.17 2.96
C -1.84 5.06 2.06
I -1.44 4.93 -0.06
H -0.97 5.43 2.59
H -2.70 5.69 2.25
C 4.37 -0.53 0.70
C 4.49 0.62 1.71
Ge 2.89 0.84 2.83
C 2.46 2.69 3.32
C 1.63 2.80 4.60
C 3.48 -0.17 4.44
C 2.91 -1.38 4.41
Ge 1.47 -1.21 3.04
C 1.42 -2.64 1.70
C 1.45 -4.05 2.31
C -0.21 -1.20 4.09
C -0.09 -0.52 5.46
C 3.24 -2.51 5.32
C 2.27 -3.45 5.67
C 2.56 -4.49 6.54
C 3.83 -4.62 7.08
C 4.81 -3.70 6.73
C 4.52 -2.66 5.86
H 5.29 -0.63 0.11
H 3.56 -0.34 0.00
H 4.19 -1.48 1.20
H 4.70 1.56 1.20
H 5.30 0.42 2.41
H 1.98 3.19 2.48
H 3.44 3.16 3.44
H 0.65 2.36 4.46
H 1.48 3.85 4.88
H 2.11 2.29 5.44
H 4.24 0.10 5.19
H 2.26 -2.50 1.02
H 0.51 -2.51 1.11
H 2.33 -4.19 2.95
H 1.47 -4.81 1.53
H 0.56 -4.23 2.92
H -0.49 -2.25 4.20
H -0.99 -0.73 3.49
H 0.76 -0.89 6.03
H -0.99 -0.69 6.05
H 0.03 0.55 5.35
H 1.28 -3.36 5.25
H 1.79 -5.21 6.80
H 4.06 -5.43 7.76
H 5.82 -3.79 7.14
H 5.30 -1.96 5.57
C -0.89 -3.17 -3.23
C -0.43 -1.73 -3.45
C 0.52 -1.29 -2.33
C -1.60 -0.78 -3.69
C -1.77 -0.29 -4.98
C -2.80 0.58 -5.30
C -3.67 0.97 -4.29
C -3.53 0.53 -2.98
C -4.49 1.09 -1.95
C -3.79 1.82 -0.80
C -5.49 0.06 -1.40
C -2.48 -0.36 -2.65
N -2.20 -0.69 -1.33
C -2.71 -1.71 -0.67
C -3.66 -2.68 -1.11
C -4.11 -3.72 -0.31
C -3.65 -3.88 1.00
C -2.71 -2.96 1.48
C -2.28 -1.94 0.67
F -1.34 -1.08 1.17
H -0.02 -3.84 -3.15
H -1.51 -3.51 -4.05
H -1.46 -3.26 -2.31
H 0.15 -1.72 -4.38
H 0.01 -1.35 -1.37
H 0.84 -0.26 -2.49
H 1.40 -1.94 -2.31
H -1.07 -0.59 -5.75
H -2.92 0.96 -6.31
H -4.48 1.66 -4.53
H -5.08 1.84 -2.48
H -3.32 1.11 -0.12
H -4.51 2.42 -0.23
H -3.02 2.48 -1.18
H -4.99 -0.70 -0.80
H -6.02 -0.45 -2.22
H -6.23 0.56 -0.77
H -4.03 -2.58 -2.13
H -4.83 -4.42 -0.70
H -4.00 -4.69 1.63
H -2.30 -3.04 2.48
F 2.58 4.10 -1.23
B 3.32 3.03 -0.73
F 2.49 2.33 0.23
F 4.48 3.47 -0.07
F 3.63 2.11 -1.75
O -1.04 4.87 -2.58
C -0.68 3.71 -2.89
O -0.62 2.73 -2.11
C -0.31 3.45 -4.34
C 0.70 2.55 -4.64
C 1.00 2.22 -5.97
C 0.22 2.79 -6.94
O 0.30 2.61 -8.31
C -0.77 3.37 -8.86
O -1.38 4.12 -7.81
C -0.78 3.69 -6.64
C -1.07 4.05 -5.35
H 1.27 2.12 -3.83
H 1.80 1.52 -6.21
H -1.51 2.70 -9.30
H -0.38 4.05 -9.61
H -1.85 4.76 -5.11
```

Summary:
HOMO	-0.0657	hartree
2S+1	1
gap between HOMO and LUMO	5.43	eV
ΔE to the lowest compared entry with this formula, charge and spin	0.9715	eV
net charge	-2
E_tot	-7324.47909	hartree
LUMO	3.64	eV

Mulliken population analysis, charges in e, atoms 1 to 6: number 1, Rb, carries -0.134; number 2, I, carries -0.065; number 3, C, carries -0.939; number 4, I, carries 0.292; number 5, H, carries 0.395; number 6, H, carries 0.425